124
Properties=species:S:1:pos:R:3:forces:R:3:lowdin_charge:R:1 method="wB97M-V/def2-TZVPD" max_force_ev_per_a=1.59 charge=+4 lumo_energy_ev="-10.1 / -12.2" multiplicity=2 homo_energy_ev="-15.7 / -15.7"
Ir 0.8458 -0.3844 -0.8515 1.333 -0.785 -0.376 1.13
C -3.7412 -3.5502 2.5264 0.012 0.077 -0.039 -0.02
C -4.3408 -2.2781 1.9850 0.034 -0.078 -0.001 -0.19
C -5.7189 -2.0749 1.9965 -0.008 0.020 0.022 0.00
C -6.2840 -0.9134 1.4914 0.000 -0.013 0.007 -0.02
C -5.4813 0.0801 0.9445 -0.021 0.017 -0.054 -0.04
C -4.1094 -0.0973 0.9101 0.068 0.010 0.000 -0.03
C -3.5619 -1.2632 1.4324 -0.028 -0.071 0.005 -0.20
N -2.1156 -1.4086 1.4199 -0.093 0.131 0.093 0.19
C -1.4284 -1.6567 0.3314 0.126 0.029 -0.158 -0.34
N -1.9970 -1.7789 -0.8494 0.092 -0.403 0.056 0.19
C -1.2622 -2.2095 -2.0045 0.008 0.032 0.048 -0.20
C 0.0321 -1.7207 -2.1834 -0.310 0.221 -0.332 -0.23
C 0.7678 -2.2548 -3.2412 -0.201 -0.093 -0.061 -0.14
C 0.1977 -3.1915 -4.0980 0.008 -0.023 -0.016 -0.06
C -1.1081 -3.6226 -3.9100 0.026 0.008 -0.050 0.00
C -1.8647 -3.1504 -2.8441 -0.081 -0.069 0.091 -0.18
C -3.2466 -3.6811 -2.5667 0.037 0.029 -0.042 -0.01
N -0.0064 -1.7295 0.3551 -0.897 0.375 0.569 -0.02
C 0.5504 -2.9037 0.6975 -0.028 -0.470 0.097 -0.21
C -0.2329 -3.9686 1.2479 0.028 0.207 -0.053 0.03
C 0.3674 -5.1289 1.6380 0.153 -0.082 0.047 0.00
C 1.7575 -5.2875 1.4786 -0.055 0.061 -0.037 0.04
C 2.5183 -4.2881 0.8571 0.017 -0.170 0.065 0.02
C 1.9414 -3.1125 0.4507 -0.063 0.004 -0.106 -0.17
C 2.7239 -2.0661 -0.2699 -0.469 0.394 0.127 -0.05
H -4.4648 -4.0834 3.1383 0.006 0.002 0.006 0.10
H -2.8603 -3.3642 3.1465 -0.034 -0.005 0.021 0.08
H -3.4526 -4.2235 1.7128 -0.028 -0.001 0.021 0.08
H -6.3570 -2.8420 2.4178 0.010 0.027 0.007 0.13
H -7.3570 -0.7793 1.5302 0.014 -0.009 -0.004 0.13
H -5.9223 0.9903 0.5595 0.000 -0.028 0.007 0.12
H -3.4635 0.6618 0.4813 -0.019 -0.004 0.054 0.09
H -1.6203 -1.4060 2.3029 0.051 0.072 0.004 0.14
H -3.0085 -1.6903 -0.8944 0.022 0.013 0.024 0.16
H 1.8018 -1.9767 -3.3900 0.066 -0.038 -0.009 0.07
H 0.7936 -3.6279 -4.8931 -0.014 -0.021 0.028 0.12
H -1.5307 -4.3757 -4.5636 0.002 0.031 -0.005 0.13
H -3.4589 -4.5404 -3.1986 -0.016 0.024 -0.007 0.10
H -4.0199 -2.9334 -2.7661 0.023 -0.001 0.016 0.10
H -3.3489 -4.0055 -1.5281 -0.001 0.007 -0.025 0.09
H -1.3032 -3.8482 1.3557 0.077 -0.029 0.063 0.09
H -0.2209 -5.9288 2.0688 0.022 0.011 -0.016 0.14
H 2.2361 -6.2018 1.8065 -0.010 0.023 -0.024 0.14
H 3.5732 -4.4597 0.6798 -0.021 0.002 0.008 0.14
H 3.6790 -2.4406 -0.6332 -0.003 0.104 -0.172 0.13
H 2.9057 -1.2212 0.3876 0.281 0.032 0.193 0.01
H 2.1987 -1.7514 -1.2386 0.150 -0.095 0.150 0.04
C 3.0756 -0.7655 5.3118 0.018 0.021 0.072 -0.29
As 2.1680 -0.4685 3.6174 -0.075 -0.136 -0.231 1.12
C 0.6765 -1.6998 3.9076 0.071 -0.061 0.302 -0.31
C 1.1300 1.1689 3.9863 0.131 0.006 -0.112 -0.35
C 1.7964 2.4708 3.5259 0.366 0.005 0.282 -0.67
C 3.2895 2.4423 3.9111 -0.105 0.040 -0.059 -0.07
C 1.6603 2.7300 2.0246 -0.239 -0.282 0.262 -0.32
As 2.1882 1.4257 0.6557 0.208 0.218 -0.405 1.10
C 2.4126 2.8446 -0.6805 -0.057 0.040 0.000 -0.28
C 4.0806 1.0478 0.8655 0.096 -0.186 -0.108 -0.30
C 1.1886 3.6917 4.2550 -0.208 -0.260 -0.220 -0.37
As -0.7250 4.2172 4.3044 -0.102 0.467 0.245 1.18
C -1.6839 2.6427 4.9659 0.080 -0.145 -0.157 -0.34
C -1.3270 4.1580 2.4266 0.008 -0.238 -0.061 -0.37
H 3.9892 -0.1789 5.3716 -0.002 0.000 0.003 0.03
H 3.3348 -1.8209 5.3864 0.029 0.009 -0.021 0.03
H 2.4176 -0.5056 6.1410 0.015 0.014 -0.008 0.04
H 0.2048 -1.5331 4.8768 -0.018 0.024 -0.027 0.05
H 1.0216 -2.7337 3.8631 -0.060 0.030 -0.071 0.03
H -0.0439 -1.5145 3.1165 -0.064 -0.082 -0.051 -0.04
H 0.9577 1.2136 5.0632 -0.091 -0.025 -0.002 0.09
H 0.1622 1.0241 3.4982 -0.016 0.078 0.011 0.05
H 3.8373 1.6444 3.4043 0.000 0.012 0.027 0.03
H 3.3983 2.2843 4.9847 0.002 0.040 0.004 0.10
H 3.7740 3.3892 3.6640 -0.008 -0.007 0.027 0.10
H 2.2518 3.6105 1.7640 0.015 -0.016 -0.041 0.10
H 0.6221 2.9549 1.7741 0.045 -0.003 0.022 0.03
H 3.2759 3.4492 -0.4037 -0.047 0.037 0.045 0.05
H 1.5351 3.4939 -0.7024 0.022 0.018 0.025 0.03
H 2.5546 2.4157 -1.6610 0.001 -0.021 -0.012 -0.04
H 4.5962 1.9810 1.0845 -0.006 0.011 0.022 0.05
H 4.4544 0.6424 -0.0771 0.006 0.059 -0.021 0.03
H 4.2702 0.3271 1.6554 -0.047 0.007 0.004 0.00
H 1.6906 4.5951 3.8979 0.012 0.039 0.050 0.07
H 1.4371 3.6152 5.3165 0.045 0.007 0.017 0.08
H -1.3754 2.4353 5.9895 -0.018 -0.002 0.009 0.03
H -1.5487 1.7476 4.3584 -0.059 0.016 0.024 -0.01
H -2.7417 2.9016 4.9760 -0.008 0.037 0.053 0.03
H -0.6592 4.7479 1.7974 -0.035 0.030 -0.008 0.02
H -2.3115 4.6225 2.4029 -0.021 0.008 -0.013 0.02
H -1.4213 3.1377 2.0310 -0.004 0.016 -0.002 -0.01
N 4.8304 1.6834 -4.4480 -0.246 -0.155 0.055 0.17
C 3.3961 2.1158 -4.2570 -0.139 0.031 0.104 -0.14
P 2.3733 0.5767 -3.9877 0.437 -0.565 -0.413 0.49
O 3.3307 -0.4996 -4.4342 -0.131 0.187 0.191 -0.34
O 1.7382 0.5723 -2.6291 -0.082 0.459 0.356 -0.45
C 1.0386 0.5075 -5.2790 -0.062 0.082 0.117 -0.15
N 1.4238 -0.5347 -6.3002 0.061 0.102 0.175 0.18
H 4.8001 0.6518 -4.5925 0.045 -0.017 -0.070 0.13
H 5.4063 1.8662 -3.6262 0.049 0.083 0.023 0.18
H 5.2789 2.1320 -5.2486 0.025 0.049 -0.004 0.18
H 3.0738 2.6465 -5.1514 0.014 0.011 0.012 0.12
H 3.3274 2.7943 -3.4122 0.080 0.102 -0.076 0.09
H 0.8549 1.4608 -5.7701 -0.038 -0.027 -0.056 0.11
H 0.1264 0.1861 -4.7801 -0.024 -0.015 -0.064 0.09
H 1.6043 -0.1406 -7.2246 -0.016 0.010 -0.045 0.18
H 0.7087 -1.2565 -6.4028 -0.060 -0.017 0.015 0.17
H 2.2962 -0.9768 -5.9446 0.025 -0.041 -0.043 0.13
C -3.0775 1.8748 -3.4531 0.018 -0.104 0.008 -0.02
C -2.1390 2.2314 -2.3070 -0.001 0.052 0.129 -0.60
C -0.9317 3.0233 -2.8314 -0.015 -0.015 0.010 -0.02
C -2.8768 3.0389 -1.2425 -0.033 -0.034 -0.020 -0.02
N -1.7488 0.9198 -1.7194 -0.279 -0.062 0.063 -0.02
N -0.6716 0.9885 -0.7691 0.164 0.215 -0.599 -0.07
H -3.4899 2.7818 -3.8923 0.002 -0.016 -0.011 0.11
H -3.9068 1.2601 -3.0995 0.015 0.028 -0.011 0.10
H -2.5517 1.3263 -4.2431 -0.021 0.032 0.017 0.08
H -1.2648 3.7600 -3.5626 0.016 0.014 0.044 0.11
H -0.2082 2.3586 -3.3137 -0.012 0.013 -0.050 0.06
H -0.4185 3.5865 -2.0450 0.002 -0.032 -0.024 0.08
H -3.2212 3.9867 -1.6581 0.039 -0.011 0.023 0.11
H -2.2364 3.2759 -0.3861 -0.019 0.002 -0.015 0.07
H -3.7505 2.4904 -0.8877 0.007 0.043 -0.021 0.08
H -1.4775 0.2553 -2.4347 0.153 0.123 -0.090 0.09
H -1.0726 1.0170 0.1679 -0.031 0.085 0.031 0.10
H -0.1807 1.8764 -0.9109 -0.092 0.091 0.119 0.06

---

18
Properties=species:S:1:pos:R:3:forces:R:3:lowdin_charge:R:1 method="wB97M-V/def2-TZVPD" max_force_ev_per_a=4.93 lumo_energy_ev=0.1 multiplicity=1 homo_energy_ev=-9.5
C 1.0047 -0.7015 -1.4599 0.116 -0.026 -0.107 0.17
C 0.0911 -1.2572 -0.7325 -1.572 -0.530 0.734 -0.39
C -0.6592 -0.5681 0.5487 -0.133 -2.827 -3.416 -0.13
C 0.2249 0.4111 1.2063 -1.895 0.587 -0.056 -0.18
C 0.3748 2.8282 0.2728 -0.687 -2.301 4.306 -0.05
C 0.7844 1.3977 0.2827 0.176 -0.096 -3.373 -0.34
C -0.5040 -2.6182 -1.3070 1.228 0.704 -0.418 -0.06
O 1.6514 2.3668 0.7358 1.033 0.690 -0.151 -0.01
H 1.1304 0.8697 -0.7282 -0.376 1.173 1.342 0.09
H -1.4603 -0.0941 -0.0423 -0.015 0.324 0.705 0.12
H -1.1859 -1.3784 1.1452 1.145 1.030 -0.344 0.13
H -0.5254 0.9005 1.7761 -0.079 0.948 1.514 0.11
H 0.9969 0.0242 1.7797 1.286 -1.070 1.289 0.12
H 0.1750 3.5566 -0.4181 0.484 1.235 -2.407 0.08
H -0.1899 3.0360 1.2127 -0.123 0.067 -0.910 0.12
H -0.8545 -2.5799 -2.3813 0.667 0.179 1.209 0.09
H -1.3738 -2.8235 -0.7010 -0.084 -0.430 0.221 0.05
H 0.3195 -3.3697 -1.1897 -1.170 0.343 -0.137 0.08

---

57
Properties=species:S:1:pos:R:3:forces:R:3:lowdin_charge:R:1 method="wB97M-V/def2-TZVPD" max_force_ev_per_a=10.01 lumo_energy_ev=-1.4 smiles="CCCc1ccc2c(c1)C(=O)c1ccccc1C2=O.CCCC#N.CCCC#N" multiplicity=1 homo_energy_ev=-8.5
C -6.7042 -1.1828 -2.0410 1.021 0.581 0.108 -0.15
C -5.5688 -0.3436 -1.1697 0.471 -0.383 -0.556 -0.25
C -5.0005 -1.2599 0.1087 1.605 1.227 -0.891 -0.19
C -3.5700 -1.9135 -0.4549 1.870 -1.665 -0.872 -0.12
C -3.7102 -3.1362 -1.5831 3.890 0.966 0.612 0.00
C -2.3632 -3.8369 -2.2597 0.530 3.771 3.523 0.01
C -0.9117 -3.2544 -1.7406 -1.956 0.870 0.663 -0.04
C -0.7724 -2.0424 -0.5964 -2.409 -0.850 -1.053 -0.03
C -2.1016 -1.3455 0.0771 0.020 -3.472 -3.054 0.05
C 0.7921 -1.5773 -0.2308 1.208 0.396 3.891 -0.19
O 1.2137 -1.3382 1.0292 -2.681 -1.142 -8.002 -0.05
C 1.8005 -1.4880 -1.5622 1.620 0.252 -2.442 -0.03
C 2.8699 -0.2552 -1.7613 -0.823 -3.934 -3.087 0.01
C 3.7639 -0.2837 -3.1624 -2.457 -2.481 0.446 -0.05
C 3.6080 -1.4580 -4.3140 -2.157 -0.015 3.278 -0.06
C 2.5426 -2.7091 -4.1095 0.329 3.320 3.530 0.00
C 1.6541 -2.6866 -2.7197 1.434 1.824 -0.398 -0.03
C 0.5039 -3.8572 -2.3967 0.620 -4.018 -0.524 -0.20
O 0.7062 -5.1712 -2.6307 -1.380 8.378 1.194 -0.05
H -6.7254 -2.2695 -1.6066 -0.368 2.086 -0.959 0.06
H -7.7319 -0.6270 -1.9739 1.886 -1.397 -0.204 0.07
H -6.3167 -1.2249 -3.1570 -1.124 0.012 2.255 0.08
H -5.9396 0.7212 -0.8243 0.608 -2.318 -0.573 0.11
H -4.6491 -0.1662 -1.9088 -1.966 -0.246 1.808 0.11
H -5.7654 -2.0820 0.4391 1.607 1.605 -0.617 0.11
H -4.7282 -0.4933 0.9824 -0.604 -2.008 -1.775 0.10
H -4.7725 -3.5156 -1.9674 2.574 1.064 1.110 0.09
H -2.4035 -4.6743 -3.0772 0.078 1.831 1.870 0.10
H -2.0009 -0.4855 0.8976 -0.361 -2.180 -2.096 0.08
H 2.9492 0.5699 -0.9331 -0.014 -1.767 -1.928 0.09
H 4.5209 0.5972 -3.3631 -1.734 -2.051 0.481 0.09
H 4.2702 -1.3740 -5.3003 -1.664 -0.256 2.475 0.09
H 2.3916 -3.5816 -4.8882 0.390 2.077 1.838 0.10
C -0.0265 3.5695 2.9341 0.027 0.024 0.106 -0.11
C 0.2594 3.2080 1.4800 0.270 -0.085 0.351 -0.27
C -0.9660 3.3606 0.5769 -0.598 -0.801 0.424 -0.18
C -2.0755 2.4390 1.0567 -6.381 -5.016 2.425 -0.14
N -2.9957 1.6743 1.4546 7.332 6.056 -3.113 0.12
H -0.7782 2.9071 3.3750 0.043 0.093 -0.094 0.07
H 0.8830 3.4733 3.5355 -0.117 0.058 -0.079 0.06
H -0.3840 4.6021 3.0187 0.041 -0.134 0.029 0.08
H 0.6269 2.1754 1.4371 -0.066 0.144 -0.119 0.11
H 1.0629 3.8516 1.1052 -0.154 -0.100 -0.109 0.11
H -0.7062 3.1035 -0.4554 -0.247 -0.060 0.134 0.12
H -1.3263 4.3951 0.5888 -0.125 -0.219 0.039 0.12
C 3.5293 0.6252 3.2434 -0.054 -0.111 0.007 -0.11
C 4.8955 1.0948 3.7332 -0.181 -0.391 -0.033 -0.27
C 5.1695 2.5654 3.4122 0.089 -0.096 -1.086 -0.20
C 5.1371 2.7772 1.9074 -0.128 1.495 -8.375 -0.17
N 5.1104 2.9528 0.6590 0.160 -1.461 9.901 0.09
H 3.4463 0.6897 2.1539 0.005 0.011 0.136 0.06
H 3.3658 -0.4213 3.5196 -0.039 0.188 -0.060 0.08
H 2.7261 1.2247 3.6869 0.059 -0.083 -0.058 0.07
H 5.6704 0.4645 3.2800 -0.042 0.189 0.109 0.11
H 4.9541 0.9479 4.8172 0.098 0.144 -0.119 0.11
H 6.1532 2.8565 3.7952 -0.131 0.097 -0.241 0.11
H 4.4179 3.2084 3.8831 0.077 -0.018 -0.227 0.11

---

Q: Which value of multiplicity does entry 3 give?
A: 1

---

Q: Among the records above, which one has the highest multiplicity?
A: C39H71As3IrN7O2P